1.
{"formula": "C3H6N2O", "method": "the ωB97M-V functional and the def2-TZVPD basis", "e_lumo_ev": -0.655, "e_above_lowest_kj_mol": 672.83, "orbital_gap_ev": 7.247, "symbols": ["C", "C", "N", "C", "N", "H", "H", "H", "H", "H", "H", "O"], "xyz": [[-1.17, -0.36, 0.90], [-1.59, 0.65, 0.01], [-0.57, 0.85, -0.89], [0.05, -0.56, -0.44], [0.20, -0.92, 0.97], [-1.82, -0.73, 1.68], [-2.63, 0.77, -0.35], [0.04, 1.63, -0.98], [-0.33, -1.28, -1.19], [1.84, -0.28, 0.36], [3.39, -0.13, -0.14], [2.60, 0.35, 0.07]]}



2.
{"formula": "C17H23N3O4S", "method": "the ωB97M-V functional and the def2-TZVPD basis", "smiles": "CCCS(=O)(=O)N1CCC[C@H](c2nc(-c3ccc(OC)cc3)no2)C1", "e_lumo_ev": 0.734, "e_above_lowest_kj_mol": 291.50, "orbital_gap_ev": 9.146, "symbols": ["C", "H", "H", "H", "C", "C", "H", "H", "S", "O", "O", "N", "C", "H", "C", "C", "N", "C", "N", "O", "C", "C", "C", "C", "C", "C", "H", "H", "O", "C", "H", "H", "H", "H", "H", "H", "C", "C", "C", "H", "H", "H", "H", "H", "H", "H", "H", "H"], "xyz": [[-4.01, 4.21, 1.11], [-3.00, 4.04, 1.47], [-4.26, 5.26, 1.27], [-4.04, 4.01, 0.04], [-4.99, 3.31, 1.86], [-4.67, 1.84, 1.67], [-5.48, 1.20, 2.01], [-4.42, 1.59, 0.64], [-3.24, 1.34, 2.69], [-3.25, -0.09, 2.77], [-3.27, 2.08, 3.92], [-1.92, 1.90, 1.79], [-1.49, 0.99, 0.75], [-2.38, 0.58, 0.27], [-0.63, -0.16, 1.29], [-0.16, -0.99, 0.16], [1.05, -1.12, -0.29], [0.90, -1.97, -1.35], [-0.34, -2.33, -1.54], [-1.05, -1.70, -0.56], [2.01, -2.41, -2.17], [3.30, -1.97, -1.89], [4.37, -2.39, -2.65], [4.16, -3.26, -3.72], [2.87, -3.71, -4.00], [1.80, -3.29, -3.24], [0.80, -3.63, -3.44], [2.73, -4.38, -4.83], [5.14, -3.74, -4.54], [6.47, -3.34, -4.31], [6.59, -2.25, -4.42], [7.06, -3.84, -5.07], [6.82, -3.64, -3.32], [5.36, -2.03, -2.41], [3.45, -1.30, -1.06], [-1.27, -0.77, 1.94], [0.55, 0.40, 2.09], [0.02, 1.33, 3.19], [-0.83, 2.43, 2.58], [-1.28, 3.05, 3.36], [-0.22, 3.06, 1.92], [-0.60, 0.76, 3.88], [0.85, 1.76, 3.75], [1.13, -0.41, 2.52], [1.20, 0.96, 1.41], [-0.92, 1.57, 0.02], [-6.00, 3.51, 1.50], [-4.95, 3.53, 2.92]]}



3.
{"formula": "C50H55As2EuN3PTe", "method": "the ωB97M-V functional and the def2-TZVPD basis", "multiplicity": 8, "e_lumo_ev": [2.327, 2.325], "total_charge": -1, "orbital_gap_ev": [4.912, 4.978], "symbols": ["Eu", "C", "C", "As", "C", "C", "C", "C", "C", "C", "C", "C", "C", "C", "C", "C", "As", "C", "C", "C", "C", "C", "C", "C", "C", "C", "C", "C", "C", "H", "H", "H", "H", "H", "H", "H", "H", "H", "H", "H", "H", "H", "H", "H", "H", "H", "H", "H", "H", "H", "H", "H", "H", "C", "N", "C", "C", "C", "N", "C", "C", "H", "H", "H", "H", "H", "H", "H", "H", "H", "H", "H", "H", "H", "H", "H", "H", "Te", "N", "P", "C", "C", "C", "C", "C", "C", "C", "C", "C", "C", "C", "C", "C", "C", "C", "C", "C", "C", "H", "H", "H", "H", "H", "H", "H", "H", "H", "H", "H", "H", "H", "H", "H"], "xyz": [[-0.55, 0.91, -1.06], [0.52, 0.25, 2.46], [-0.60, 1.28, 2.88], [-2.15, 1.58, 1.69], [-2.82, 3.30, 2.27], [-4.14, 3.63, 1.89], [-4.75, 4.75, 2.39], [-4.08, 5.60, 3.19], [-2.77, 5.35, 3.49], [-2.13, 4.20, 3.08], [-3.56, 0.66, 2.80], [-3.47, 0.54, 4.22], [-4.58, 0.19, 5.02], [-5.77, -0.09, 4.37], [-5.83, -0.01, 2.99], [-4.73, 0.34, 2.20], [-0.32, -1.46, 1.91], [-1.23, -1.98, 3.60], [-2.44, -2.67, 3.53], [-3.13, -3.03, 4.69], [-2.60, -2.72, 5.94], [-1.42, -2.04, 6.03], [-0.71, -1.69, 4.87], [0.94, -2.96, 1.71], [1.42, -3.74, 2.72], [2.25, -4.82, 2.50], [2.60, -5.18, 1.20], [2.09, -4.39, 0.15], [1.25, -3.33, 0.40], [1.17, 0.11, 3.32], [1.12, 0.66, 1.64], [-0.13, 2.26, 2.84], [-0.98, 1.14, 3.93], [-4.58, 3.00, 1.14], [-5.75, 5.08, 2.03], [-4.51, 6.51, 3.53], [-2.15, 6.09, 4.00], [-1.11, 4.03, 3.33], [-2.57, 0.71, 4.75], [-4.46, 0.18, 6.09], [-6.65, -0.27, 4.99], [-6.82, -0.18, 2.49], [-4.82, 0.59, 1.16], [-2.94, -2.77, 2.56], [-4.09, -3.46, 4.54], [-3.14, -2.91, 6.85], [-1.07, -1.93, 7.04], [0.19, -1.20, 4.96], [1.17, -3.45, 3.71], [2.62, -5.32, 3.36], [3.28, -6.00, 1.03], [2.29, -4.68, -0.86], [0.92, -2.73, -0.43], [0.09, 2.31, -3.99], [-1.20, 2.14, -3.41], [-1.82, 3.40, -2.94], [-2.14, 1.41, -4.28], [-2.13, -0.12, -4.09], [-2.71, -0.59, -2.83], [-4.14, -0.49, -2.79], [-2.14, -1.86, -2.38], [0.07, 2.89, -4.95], [0.59, 1.32, -4.14], [0.69, 2.85, -3.32], [-2.03, 4.02, -3.78], [-1.18, 3.89, -2.20], [-2.75, 3.09, -2.47], [-1.91, 1.65, -5.31], [-3.15, 1.81, -4.17], [-1.07, -0.29, -4.09], [-2.55, -0.69, -4.94], [-4.67, -0.98, -3.60], [-4.40, 0.57, -2.84], [-4.48, -0.85, -1.80], [-2.40, -2.75, -2.94], [-2.50, -2.05, -1.41], [-1.05, -1.76, -2.31], [0.48, 3.42, 0.21], [1.28, -0.41, -1.92], [2.78, -0.41, -2.12], [3.77, -0.67, -0.62], [3.12, -1.02, 0.55], [3.77, -1.10, 1.78], [5.18, -0.82, 1.76], [5.82, -0.53, 0.56], [5.12, -0.43, -0.64], [3.56, 1.11, -2.82], [4.25, 1.17, -4.00], [4.72, 2.40, -4.38], [4.61, 3.52, -3.60], [3.90, 3.45, -2.39], [3.39, 2.25, -1.99], [3.44, -1.70, -3.24], [2.60, -2.17, -4.27], [3.13, -2.98, -5.25], [4.47, -3.33, -5.34], [5.28, -2.90, -4.32], [4.78, -2.13, -3.26], [2.02, -0.96, 0.54], [3.24, -1.12, 2.78], [5.74, -0.62, 2.69], [6.87, -0.30, 0.59], [5.60, -0.09, -1.54], [4.37, 0.23, -4.59], [5.24, 2.48, -5.34], [5.07, 4.41, -3.97], [3.74, 4.36, -1.74], [2.78, 2.17, -1.14], [1.63, -1.74, -4.23], [2.39, -3.33, -6.00], [4.75, -3.97, -6.15], [6.31, -3.25, -4.25], [5.50, -1.88, -2.51]]}



4.
{"formula": "C17H22B3F4N10O4Y", "method": "the ωB97M-V functional and the def2-TZVPD basis", "e_lumo_ev": [-10.261, -9.730], "total_charge": 2, "e_above_lowest_kj_mol": 147.96, "orbital_gap_ev": [5.131, 5.660], "symbols": ["Y", "C", "C", "N", "O", "B", "F", "F", "O", "N", "C", "C", "C", "N", "O", "B", "F", "F", "O", "N", "C", "C", "C", "H", "H", "H", "H", "H", "H", "H", "H", "H", "H", "H", "H", "C", "C", "N", "N", "C", "B", "N", "C", "C", "C", "N", "N", "C", "C", "C", "N", "H", "H", "H", "H", "H", "H", "H", "H", "H", "H"], "xyz": [[0.32, -0.09, -0.03], [-2.04, 3.75, -1.63], [-1.35, 2.69, -0.84], [-1.11, 1.50, -1.27], [-1.47, 1.10, -2.49], [-2.73, 0.21, -2.53], [-3.06, -0.01, -3.80], [-3.66, 0.65, -1.65], [-2.04, -1.08, -1.99], [-1.83, -1.07, -0.67], [-2.63, -1.64, 0.16], [-3.85, -2.39, -0.23], [-2.22, -1.46, 1.61], [-1.11, -0.84, 1.71], [-0.68, -0.47, 2.96], [-0.96, 1.03, 3.22], [-0.63, 1.24, 4.51], [-2.25, 1.33, 2.83], [0.02, 1.89, 2.41], [-0.31, 1.91, 1.08], [-0.92, 2.92, 0.59], [-1.22, 4.19, 1.30], [-3.04, -1.92, 2.76], [-2.31, 3.40, -2.62], [-1.39, 4.62, -1.72], [-2.93, 4.07, -1.09], [-3.98, -2.41, -1.30], [-4.72, -1.91, 0.24], [-3.80, -3.41, 0.16], [-0.89, 4.12, 2.33], [-2.29, 4.40, 1.28], [-0.71, 5.02, 0.80], [-3.93, -2.45, 2.45], [-3.31, -1.07, 3.37], [-2.43, -2.58, 3.38], [1.42, -4.25, -1.54], [0.49, -3.35, -1.05], [1.06, -2.18, -0.73], [2.39, -2.33, -1.02], [2.61, -3.56, -1.50], [3.42, -1.22, -0.83], [3.09, 0.03, -1.64], [3.84, 0.59, -2.61], [3.17, 1.68, -3.12], [1.99, 1.73, -2.39], [1.93, 0.74, -1.49], [3.41, -0.82, 0.73], [4.37, -0.89, 1.59], [3.87, -0.44, 2.87], [2.47, -0.10, 2.59], [2.21, -0.32, 1.35], [1.25, -5.26, -1.88], [-0.57, -3.49, -0.92], [3.60, -3.87, -1.80], [4.52, -1.61, -1.08], [4.79, 0.16, -2.88], [3.49, 2.34, -3.91], [1.18, 2.44, -2.48], [5.35, -1.24, 1.32], [4.39, -0.36, 3.81], [1.71, 0.28, 3.26]]}



5.
{"formula": "C23H23F5N4OSSiTcTe", "method": "the ωB97M-V functional and the def2-TZVPD basis", "multiplicity": 4, "e_lumo_ev": [-6.815, -9.054], "total_charge": 2, "e_above_lowest_kj_mol": 137.87, "orbital_gap_ev": [8.329, 5.723], "symbols": ["Tc", "C", "C", "C", "C", "N", "C", "C", "C", "C", "C", "C", "N", "C", "C", "C", "C", "C", "N", "H", "H", "H", "H", "H", "H", "H", "H", "H", "H", "H", "C", "Si", "C", "C", "C", "C", "C", "C", "N", "C", "S", "H", "H", "H", "H", "H", "H", "H", "H", "H", "H", "H", "H", "F", "Te", "F", "F", "F", "F", "O"], "xyz": [[-1.12, -0.36, -0.22], [-1.77, -3.83, 2.41], [-2.49, -3.26, 3.44], [-2.71, -1.89, 3.44], [-2.24, -1.13, 2.38], [-1.51, -1.69, 1.39], [-1.28, -3.00, 1.41], [-2.53, 0.31, 2.22], [-3.23, 1.11, 3.11], [-3.50, 2.43, 2.76], [-3.12, 2.91, 1.52], [-2.42, 2.07, 0.66], [-2.10, 0.82, 1.05], [-2.00, 2.38, -0.71], [-2.42, 3.52, -1.39], [-2.06, 3.69, -2.72], [-1.28, 2.72, -3.33], [-0.89, 1.62, -2.59], [-1.24, 1.44, -1.32], [-1.60, -4.89, 2.35], [-2.88, -3.87, 4.24], [-3.27, -1.43, 4.24], [-0.68, -3.40, 0.60], [-3.56, 0.72, 4.06], [-4.01, 3.07, 3.46], [-3.37, 3.91, 1.23], [-3.04, 4.25, -0.90], [-2.40, 4.55, -3.27], [-1.00, 2.79, -4.37], [-0.28, 0.84, -3.04], [5.46, -1.95, -0.64], [4.59, -0.32, -1.08], [5.76, 1.14, -0.75], [3.98, -0.30, -2.87], [3.11, -0.03, 0.13], [3.36, 0.52, 1.38], [2.32, 0.87, 2.23], [1.01, 0.67, 1.82], [0.73, 0.11, 0.64], [1.76, -0.25, -0.18], [1.11, -1.04, -1.56], [6.36, -2.05, -1.24], [4.81, -2.80, -0.85], [5.75, -1.99, 0.41], [6.51, 1.17, -1.54], [6.30, 1.05, 0.20], [5.23, 2.09, -0.75], [4.81, -0.11, -3.55], [3.25, 0.49, -3.03], [3.53, -1.25, -3.16], [4.38, 0.70, 1.70], [2.50, 1.31, 3.20], [0.17, 0.95, 2.44], [-4.65, -1.67, -2.98], [-3.07, -2.11, -2.11], [-3.78, -3.36, -0.88], [-1.32, -2.73, -1.48], [-1.98, -1.16, -3.37], [-2.92, -3.55, -3.28], [-3.07, -0.75, -0.96]]}



6.
{"formula": "C19H33Cl3NbO12", "method": "the ωB97M-V functional and the def2-TZVPD basis", "e_lumo_ev": 1.804, "total_charge": -1, "e_above_lowest_kj_mol": 0.00, "orbital_gap_ev": 7.082, "symbols": ["C", "C", "Cl", "C", "Cl", "Nb", "Cl", "H", "H", "H", "H", "H", "H", "H", "H", "H", "C", "C", "C", "O", "C", "O", "O", "H", "H", "H", "H", "H", "H", "C", "C", "C", "O", "C", "O", "O", "H", "H", "H", "H", "H", "H", "C", "C", "C", "O", "C", "O", "O", "H", "H", "H", "H", "H", "H", "C", "C", "C", "O", "C", "O", "O", "H", "H", "H", "H", "H", "H"], "xyz": [[1.97, 2.34, -0.82], [1.57, 0.88, -0.89], [2.30, 0.07, 0.55], [0.06, 0.63, -1.11], [-0.46, -0.94, -0.39], [-1.54, 2.10, -0.22], [-0.75, 2.18, 2.01], [1.49, 2.89, -1.62], [3.05, 2.40, -0.93], [1.71, 2.78, 0.14], [2.11, 0.43, -1.72], [-0.01, 0.47, -2.18], [-2.76, 0.80, 0.28], [-2.90, 3.29, 0.02], [-0.62, 3.57, -0.88], [-2.30, 1.94, -1.82], [-3.51, -3.80, -0.68], [-4.23, -2.51, -0.40], [-5.50, -2.64, 0.44], [-6.31, -1.56, -0.06], [-5.91, -1.29, -1.32], [-6.51, -0.59, -2.07], [-4.78, -1.95, -1.61], [-4.13, -4.46, -1.27], [-2.59, -3.60, -1.24], [-3.24, -4.28, 0.26], [-3.55, -1.78, 0.04], [-5.34, -2.52, 1.51], [-6.02, -3.58, 0.24], [-6.65, 0.47, -5.07], [-6.49, -0.19, -6.41], [-5.27, -1.09, -6.54], [-4.97, -0.99, -7.94], [-5.46, 0.18, -8.40], [-5.22, 0.64, -9.47], [-6.24, 0.76, -7.47], [-5.81, 1.14, -4.87], [-7.57, 1.05, -5.03], [-6.68, -0.29, -4.28], [-7.39, -0.74, -6.68], [-5.44, -2.13, -6.29], [-4.42, -0.70, -5.97], [6.60, -0.51, 1.38], [6.40, 0.98, 1.51], [5.14, 1.41, 2.24], [4.83, 2.65, 1.60], [5.35, 2.63, 0.35], [5.05, 3.41, -0.50], [6.19, 1.59, 0.21], [5.81, -0.94, 0.77], [7.56, -0.74, 0.91], [6.59, -0.95, 2.38], [7.28, 1.46, 1.96], [5.28, 1.56, 3.30], [4.32, 0.72, 2.06], [2.96, 0.18, 6.24], [4.25, -0.58, 6.20], [5.25, -0.27, 7.31], [6.51, -0.49, 6.67], [6.34, -0.31, 5.34], [7.22, -0.24, 4.54], [5.03, -0.23, 5.04], [3.15, 1.24, 6.11], [2.30, -0.15, 5.44], [2.46, 0.01, 7.19], [4.08, -1.66, 6.15], [5.17, -0.91, 8.18], [5.19, 0.78, 7.61]]}



7.
{"formula": "C20H32F5N4V", "method": "the ωB97M-V functional and the def2-TZVPD basis", "e_lumo_ev": [-0.765, -0.817], "orbital_gap_ev": [7.108, 7.042], "symbols": ["V", "N", "N", "N", "N", "H", "C", "H", "H", "H", "C", "H", "H", "C", "H", "H", "H", "H", "C", "H", "H", "C", "H", "C", "H", "H", "H", "C", "H", "H", "H", "H", "C", "H", "H", "C", "H", "C", "H", "H", "H", "H", "C", "C", "H", "H", "C", "H", "C", "H", "H", "F", "C", "C", "C", "F", "C", "F", "C", "F", "C", "F"], "xyz": [[-0.50, -0.35, 0.18], [-0.85, -1.87, 1.16], [-2.33, 0.22, -0.14], [1.44, -0.26, 0.02], [-0.03, 0.09, -1.59], [-2.30, -2.96, 0.08], [-2.09, -2.62, 1.10], [-2.94, -2.00, 1.45], [-1.99, -3.50, 1.76], [-0.02, -3.41, 2.31], [0.07, -2.32, 2.20], [-0.17, -1.83, 3.16], [1.11, -2.06, 1.94], [-3.08, -0.56, -1.10], [-3.46, 0.08, -1.92], [-2.44, -1.35, -1.54], [-3.95, -1.04, -0.62], [-3.35, 2.02, -0.50], [-3.08, 1.36, 0.34], [-4.01, 1.04, 0.83], [-2.49, 1.94, 1.05], [2.72, -0.43, 0.65], [2.91, -1.53, 0.70], [2.74, 0.08, 2.09], [1.79, -0.07, 2.61], [3.53, -0.44, 2.64], [2.96, 1.16, 2.10], [3.84, 0.20, -0.16], [4.77, 0.13, 0.40], [3.98, -0.31, -1.12], [3.62, 1.26, -0.35], [-0.11, 0.83, -4.92], [0.38, 0.41, -4.03], [1.30, 0.98, -3.84], [0.63, -0.63, -4.24], [-0.59, 0.52, -2.87], [-1.42, -0.18, -3.08], [-1.20, 1.92, -2.74], [-1.07, 2.32, -1.73], [-0.70, 2.60, -3.43], [-2.27, 1.89, -2.98], [2.00, 0.63, -1.82], [1.33, -0.10, -1.36], [0.04, -2.77, -1.16], [0.62, -2.90, -0.24], [-0.88, -3.35, -1.22], [0.71, -2.40, -2.29], [0.46, -2.80, -3.28], [1.90, -1.56, -2.19], [2.69, -1.95, -1.54], [2.30, -1.19, -3.13], [0.91, 2.72, 0.33], [0.35, 2.44, 1.54], [-0.36, 1.24, 1.73], [-0.97, 1.14, 2.98], [-1.76, 0.07, 3.28], [-0.86, 2.11, 3.99], [-1.49, 1.94, 5.17], [-0.11, 3.26, 3.77], [0.01, 4.20, 4.73], [0.50, 3.41, 2.53], [1.25, 4.52, 2.29]]}